[1]
Formula: C5H11NO2
Source: the Open Molecules 2025 dataset
Level of theory: ωB97M-V with the def2-TZVPD basis set

Last columns: bonded neighbours and bond lengths (Å).
Element x y z (Å)
1 H -1.854 -1.561 -1.521  C5 1.092
2 H -0.894 -0.081 -1.573  C5 1.089
3 H 0.939 1.308 -1.192  C7 1.090
4 O -1.336 1.754 0.826  O13 1.498, H15 0.969
5 C -1.633 -0.631 -0.993  H1 1.092, H2 1.089, H8 1.090, C11 1.519
6 H 1.057 -1.212 -1.169  C14 1.097
7 C 1.522 1.321 -0.272  H3 1.090, H9 1.099, H17 1.089, C18 1.487
8 H -2.523 -0.004 -0.943  C5 1.090
9 H 2.585 1.356 -0.552  C7 1.099
10 H 1.994 -1.913 0.176  C14 1.093
11 C -1.148 -0.953 0.411  C5 1.519, O13 1.653, H16 1.093, N19 1.367
12 H 1.694 0.083 1.551  C18 1.082
13 O -0.588 0.473 1.032  O4 1.498, C11 1.653
14 C 1.164 -1.249 -0.078  H6 1.097, H10 1.093, C18 1.481, N19 1.468
15 H -1.590 1.935 1.744  O4 0.969
16 H -1.965 -1.267 1.065  C11 1.093
17 H 1.279 2.230 0.276  C7 1.089
18 C 1.317 0.090 0.537  C7 1.487, H12 1.082, C14 1.481
19 N -0.021 -1.680 0.673  C11 1.367, C14 1.468

Values from the calculation:
- HOMO level (alpha / beta): -7.94 / -7.94 eV
- ΔE to the lowest compared entry with this formula, charge and spin: 164.3 kcal/mol
- Energy: -402.11625 Eh
- Multiplicity: 1
- HOMO-LUMO gap (alpha / beta): 0.304 / 0.304 Ha

=====

[2]
Formula: C5H9NO3
Source: the Open Molecules 2025 dataset
Level of theory: ωB97M-V with the def2-TZVPD basis set

Last columns: bonded neighbours and bond lengths (Å).
Element x y z (Å)
1 H 4.304 3.545 -0.306  C8 1.098
2 H 2.531 0.193 -0.939  C4 1.107
3 H 5.604 2.394 0.169  C8 1.098
4 C 2.148 1.089 -1.463  H2 1.107, H12 1.104, C16 1.484, O17 1.397
5 H 0.314 -1.076 -3.418  no bonds
6 H 4.977 2.486 -3.538  C15 1.111
7 C 4.421 1.744 -1.503  C8 1.521, H9 1.111, C15 1.518, O17 1.412
8 C 4.568 2.486 -0.184  H1 1.098, H3 1.098, C7 1.521, H14 1.097
9 H 4.666 0.672 -1.345  C7 1.111
10 H 0.813 -1.548 -1.293  O13 0.967
11 O 6.587 2.342 -2.313  C15 1.207
12 H 1.630 1.686 -0.692  C4 1.104
13 O 0.622 -1.586 -2.240  H10 0.967
14 H 3.938 2.030 0.590  C8 1.097
15 C 5.412 2.212 -2.553  H6 1.111, C7 1.518, O11 1.207
16 C 1.164 0.618 -2.470  C4 1.484, N18 1.212
17 O 3.145 1.830 -2.102  C4 1.397, C7 1.412
18 N 0.747 0.580 -3.607  C16 1.212

Values from the calculation:
- HOMO level: -9.72 eV
- ΔE to the lowest compared entry with this formula, charge and spin: 149.3 kcal/mol
- Energy: -476.20632 Eh
- Multiplicity: 1
- HOMO-LUMO gap: 0.359 Ha

=====

[3]
Formula: C42H80N12O14
Source: the Open Molecules 2025 dataset
Level of theory: ωB97M-V with the def2-TZVPD basis set

Last columns: bonded neighbours and bond lengths (Å).
Element x y z (Å)
1 H 5.800 0.353 4.184  C54 1.090
2 C -0.284 -0.698 6.577  H15 1.090, H44 1.090, N91 1.469, H94 1.090
3 C -5.718 7.098 -0.383  H88 1.090, H110 1.090, H113 1.090, N117 1.445
4 H 3.449 7.870 2.237  C73 1.090
5 H -7.478 1.239 0.429  C147 1.101
6 N -5.816 3.192 -5.722  C9 1.464, C52 1.343, C63 1.411
7 C 6.010 -4.625 3.305  O28 1.203, N114 1.359, H115 1.101
8 H -4.859 2.585 -7.624  C9 1.090
9 C -5.254 3.426 -7.053  N6 1.464, H8 1.090, H68 1.090, H93 1.090
10 O 2.105 -9.577 -3.282  C49 1.267
11 H 7.044 -5.860 6.061  C86 1.090
12 O 2.064 3.066 -7.304  C133 1.227
13 C -1.871 -5.577 -5.308  H37 1.080, C77 1.428, C122 1.412
14 C -7.420 0.614 3.759  H59 1.090, H71 1.090, N112 1.459, H124 1.090
15 H -1.235 -1.097 6.930  C2 1.090
16 N 7.756 -2.695 -3.342  C29 1.462, C55 1.336, C97 1.465
17 H 3.794 -5.624 4.301  C58 1.090
18 H -0.192 2.921 -6.369  C129 1.090
19 H 1.491 -2.754 0.039  C34 1.080
20 H 1.393 -10.484 -1.629  C49 1.101
21 C 5.690 0.274 6.937  H27 1.090, H30 1.090, H99 1.090, N116 1.439
22 H -1.677 -0.384 4.286  C103 1.090
23 H -2.619 0.377 5.565  C103 1.090
24 C -3.231 -3.615 -5.791  C51 1.372, C77 1.414, H87 1.080
25 H 6.189 -1.857 -2.180  C97 1.090
26 H 5.667 -2.645 -3.614  C97 1.090
27 H 4.643 0.326 7.234  C21 1.090
28 O 5.154 -4.668 2.461  C7 1.203
29 C 7.866 -1.470 -4.133  N16 1.462, H56 1.090, H130 1.090, H141 1.090
30 H 6.337 0.423 7.801  C21 1.090
31 N 1.427 1.596 -5.695  C45 1.411, C129 1.486, C133 1.346
32 H 2.491 5.709 0.080  C143 1.090
33 H 7.792 -4.488 5.292  C86 1.090
34 C 0.813 -1.928 -0.113  H19 1.080, C76 1.417, C108 1.370
35 H 2.983 5.544 1.729  C143 1.090
36 H -0.614 -2.977 -1.421  C76 1.080
37 H -1.014 -6.178 -5.574  C13 1.080
38 H -0.506 1.230 -5.949  C129 1.090
39 H -1.947 1.347 4.375  C103 1.090
40 C -5.840 6.617 2.075  H109 1.090, N117 1.492, H131 1.090, H148 1.090
41 N -1.867 1.477 -0.456  O128 1.227, C142 1.545, O144 1.214
42 H -6.456 1.941 -4.225  C52 1.101
43 O 9.788 -3.507 -3.715  C55 1.230
44 H 0.271 -0.607 7.510  C2 1.090
45 C 1.797 0.573 -4.798  N31 1.411, H64 1.090, H96 1.090, H127 1.090
46 C 0.264 0.319 0.507  H98 1.080, C108 1.374, C142 1.434
47 C -3.668 -4.912 -3.800  C51 1.409, C122 1.400, N138 1.491
48 H 2.192 -8.587 0.669  C100 1.090
49 C 1.753 -9.540 -2.065  O10 1.267, H20 1.101, N146 1.289
50 O -6.071 0.079 1.523  C147 1.276
51 C -3.981 -3.845 -4.665  C24 1.372, C47 1.409, H139 1.080
52 C -6.173 1.972 -5.288  N6 1.343, H42 1.101, O134 1.221
53 H -2.074 -1.016 -1.589  C84 1.080
54 C 5.357 1.214 4.686  H1 1.090, H70 1.090, H75 1.090, N116 1.441
55 C 8.679 -3.651 -3.205  N16 1.336, O43 1.230, H65 1.101
56 H 8.772 -1.390 -4.733  C29 1.090
57 H 4.795 -6.579 5.488  C58 1.090
58 C 4.600 -5.608 5.034  H17 1.090, H57 1.090, H101 1.090, N114 1.443
59 H -6.594 -0.097 3.771  C14 1.090
60 O 0.259 2.568 5.063  C92 1.243
61 H 3.345 1.809 -6.262  C133 1.101
62 H -6.818 4.206 -4.135  C63 1.090
63 C -6.109 4.338 -4.952  N6 1.411, H62 1.090, H78 1.090, H126 1.090
64 H 2.810 0.172 -4.847  C45 1.090
65 H 8.405 -4.483 -2.537  C55 1.101
66 H 0.899 -7.517 0.411  C100 1.090
67 H -9.307 2.511 3.009  C140 1.090
68 H -6.065 3.915 -7.592  C9 1.090
69 H 6.225 -3.596 -2.169  C97 1.090
70 H 4.275 1.190 4.814  C54 1.090
71 H -7.095 1.554 4.205  C14 1.090
72 H 3.304 8.160 0.640  C73 1.090
73 C 2.680 8.190 1.534  H4 1.090, H72 1.090, H85 1.090, N89 1.522
74 H -0.220 2.383 -4.631  C129 1.090
75 H 5.672 2.015 4.017  C54 1.090
76 C -0.342 -2.057 -0.925  C34 1.417, H36 1.080, C84 1.412
77 C -2.198 -4.497 -6.183  C13 1.428, C24 1.414, H107 1.080
78 H -6.579 5.094 -5.581  C63 1.090
79 C 0.489 7.245 2.097  N89 1.313, O135 1.263, H136 1.101
80 C 2.291 -7.239 -1.914  H105 1.090, H120 1.090, H123 1.090, N146 1.445
81 H 7.228 2.187 7.347  C106 1.101
82 H -9.995 1.008 2.426  C140 1.090
83 H 1.051 1.412 6.645  C92 1.101
84 C -1.134 -0.897 -1.072  H53 1.080, C76 1.412, C142 1.421
85 H 2.167 9.144 1.657  C73 1.090
86 C 6.843 -4.859 5.679  H11 1.090, H33 1.090, N114 1.486, H132 1.090
87 H -3.415 -2.746 -6.405  C24 1.080
88 H -6.762 7.158 -0.692  C3 1.090
89 N 1.620 7.101 1.446  C73 1.522, C79 1.313, C143 1.481
90 C -5.060 8.813 1.214  H95 1.101, N117 1.359, O118 1.215
91 N -0.542 0.555 5.853  C2 1.469, C92 1.360, C103 1.468
92 C 0.296 1.625 5.872  O60 1.243, H83 1.101, N91 1.360
93 H -4.385 4.079 -6.978  C9 1.090
94 H 0.318 -1.421 6.028  C2 1.090
95 H -4.876 9.378 0.287  C90 1.101
96 H 1.145 -0.274 -5.012  C45 1.090
97 C 6.393 -2.726 -2.805  N16 1.465, H25 1.090, H26 1.090, H69 1.090
98 H 0.400 1.125 1.213  C46 1.080
99 H 5.675 -0.748 6.559  C21 1.090
100 C 1.309 -8.458 0.043  H48 1.090, H66 1.090, H102 1.090, N146 1.471
101 H 4.124 -4.950 5.761  C58 1.090
102 H 0.681 -9.314 0.287  C100 1.090
103 C -1.710 0.464 4.969  H22 1.090, H23 1.090, H39 1.090, N91 1.468
104 O -3.943 -5.625 -1.594  N138 1.198
105 H 1.432 -6.695 -2.308  C80 1.090
106 C 6.864 2.271 6.312  H81 1.101, N116 1.347, O125 1.193
107 H -1.699 -4.390 -7.135  C77 1.080
108 C 1.127 -0.751 0.513  C34 1.370, C46 1.374, H119 1.080
109 H -5.257 5.702 1.965  C40 1.090
110 H -5.179 7.611 -1.179  C3 1.090
111 H -9.315 2.154 1.310  C140 1.090
112 N -7.878 1.103 2.463  C14 1.459, C140 1.431, C147 1.368
113 H -5.577 6.017 -0.384  C3 1.090
114 N 5.823 -4.973 4.604  C7 1.359, C58 1.443, C86 1.486
115 H 6.998 -4.245 3.001  C7 1.101
116 N 5.968 1.319 5.987  C21 1.439, C54 1.441, C106 1.347
117 N -5.438 7.531 0.967  C3 1.445, C40 1.492, C90 1.359
118 O -4.894 9.396 2.267  C90 1.215
119 H 1.937 -0.689 1.225  C108 1.080
120 H 3.068 -7.421 -2.657  C80 1.090
121 H -2.524 -6.681 -3.547  C122 1.080
122 C -2.719 -5.854 -4.213  C13 1.412, C47 1.400, H121 1.080
123 H 2.809 -6.695 -1.124  C80 1.090
124 H -8.250 0.141 4.284  C14 1.090
125 O 7.116 3.132 5.526  C106 1.193
126 H -5.197 4.841 -4.631  C63 1.090
127 H 1.615 0.976 -3.802  C45 1.090
128 O -1.671 2.267 0.462  N41 1.227
129 C 0.040 2.128 -5.658  H18 1.090, N31 1.486, H38 1.090, H74 1.090
130 H 7.009 -1.387 -4.802  C29 1.090
131 H -6.898 6.404 1.927  C40 1.090
132 H 6.453 -4.270 6.510  C86 1.090
133 C 2.338 2.196 -6.484  O12 1.227, N31 1.346, H61 1.101
134 O -6.112 1.030 -6.063  C52 1.221
135 O 0.081 8.361 2.527  C79 1.263
136 H -0.110 6.335 2.259  C79 1.101
137 O -5.459 -4.424 -2.425  N138 1.208
138 N -4.377 -4.956 -2.488  C47 1.491, O104 1.198, O137 1.208
139 H -4.768 -3.178 -4.346  C51 1.080
140 C -9.166 1.703 2.291  H67 1.090, H82 1.090, H111 1.090, N112 1.431
141 H 7.828 -0.599 -3.479  C29 1.090
142 C -0.837 0.326 -0.412  N41 1.545, C46 1.434, C84 1.421
143 C 2.114 5.748 1.102  H32 1.090, H35 1.090, N89 1.481, H145 1.090
144 O -2.763 1.405 -1.273  N41 1.214
145 H 1.350 4.975 1.178  C143 1.090
146 N 1.793 -8.470 -1.346  C49 1.289, C80 1.445, C100 1.471
147 C -7.110 0.805 1.372  H5 1.101, O50 1.276, N112 1.368
148 H -5.683 6.971 3.094  C40 1.090

Values from the calculation:
- HOMO level: -9.01 eV
- ΔE to the lowest compared entry with this formula, charge and spin: 108.7 kcal/mol
- SMILES: O=[N+]([O-])c1ccccc1.O=[N+]([O-])c1ccccc1.CN(C)C=O.CN(C)C=O.CN(C)C=O.CN(C)C=O.CN(C)C=O.CN(C)C=O.CN(C)C=O.CN(C)C=O.CN(C)C=O.CN(C)C=O
- Energy: -3358.42204 Eh
- Multiplicity: 1
- HOMO-LUMO gap: 0.308 Ha

=====

[4]
Formula: C9H16N3O
Source: the Open Molecules 2025 dataset
Level of theory: ωB97M-V with the def2-TZVPD basis set

Last columns: bonded neighbours and bond lengths (Å).
Element x y z (Å)
1 H 0.632 1.938 1.640  C17 1.084
2 H -1.173 0.403 -2.585  N4 1.014
3 H -1.414 2.106 0.205  C10 1.078
4 N -0.355 -0.095 -2.252  H2 1.014, C9 1.462, C12 1.298
5 C -0.417 -1.214 2.036  C16 1.379, H19 1.087, C29 1.390
6 H 0.105 2.479 -2.423  N18 1.017
7 C -1.898 0.017 0.631  C10 1.397, C16 1.392, O20 1.394
8 H 1.657 2.094 -3.064  N18 1.001
9 C -0.523 -1.444 -1.714  N4 1.462, H15 1.079, H22 1.098, H24 1.082
10 C -1.144 1.190 0.707  H3 1.078, C7 1.397, C17 1.397
11 H 1.825 -1.029 3.392  C21 1.094
12 C 0.742 0.546 -1.991  N4 1.298, N18 1.381, N23 1.355
13 H 1.933 -0.168 -0.494  N23 1.018
14 H 1.822 0.713 3.649  C21 1.088
15 H -1.524 -1.793 -1.912  C9 1.079
16 C -1.633 -1.116 1.394  C5 1.379, C7 1.392, H28 1.085
17 C -0.036 1.089 1.553  H1 1.084, C10 1.397, C29 1.415
18 N 0.882 1.827 -2.489  H6 1.017, H8 1.001, C12 1.381
19 H -0.085 -2.149 2.478  C5 1.087
20 O -2.737 -0.128 -0.473  C7 1.394, H25 0.947
21 C 1.725 -0.062 2.891  H11 1.094, H14 1.088, H27 1.089, C29 1.505
22 H 0.219 -2.100 -2.188  C9 1.098
23 N 1.848 -0.066 -1.503  C12 1.355, H13 1.018, H26 1.020
24 H -0.248 -1.600 -0.679  C9 1.082
25 H -3.585 0.292 -0.428  O20 0.947
26 H 2.755 0.229 -1.866  N23 1.020
27 H 2.533 0.061 2.170  C21 1.089
28 H -2.293 -1.927 1.105  C16 1.085
29 C 0.385 -0.092 2.209  C5 1.390, C17 1.415, C21 1.505

Values from the calculation:
- HOMO level: -12.04 eV
- ΔE to the lowest compared entry with this formula, charge and spin: 33.9 kcal/mol
- Total charge: +1
- Energy: -591.80154 Eh
- Multiplicity: 1
- HOMO-LUMO gap: 0.318 Ha

=====

[5]
Formula: H26O13
Source: the Open Molecules 2025 dataset
Level of theory: ωB97M-V with the def2-TZVPD basis set

Last columns: bonded neighbours and bond lengths (Å).
Element x y z (Å)
1 H -3.531 -3.234 -3.718  O20 0.957
2 H -0.005 -4.824 -4.026  O39 0.957
3 H 0.537 4.915 1.665  O11 0.957
4 O -1.249 0.418 -4.752  H17 0.957, H31 0.957
5 H -4.740 -3.516 -2.853  O20 0.957
6 H 2.866 3.357 -3.797  O23 0.957
7 O 3.505 -1.038 1.544  H22 0.957, H32 0.957
8 H -4.213 -3.749 0.921  O30 0.957
9 H 0.191 -0.259 5.492  O34 0.957
10 O 0.217 -4.593 0.710  H25 0.957, H35 0.957
11 O 0.186 4.293 1.028  H3 0.957, H19 0.957
12 H 3.417 3.992 4.713  O16 0.957
13 H -1.057 0.136 -0.834  O28 0.957
14 H 1.451 -1.063 5.254  O34 0.957
15 H -0.375 -4.163 -2.715  O39 0.957
16 O 3.538 3.387 3.981  H12 0.957, H26 0.957
17 H -1.056 -0.517 -4.680  O4 0.957
18 O 4.782 2.456 -0.938  H24 0.957, H33 0.957
19 H 0.094 4.802 0.222  O11 0.957
20 O -4.488 -3.216 -3.726  H1 0.957, H5 0.957
21 H -3.510 2.996 2.377  O37 0.957
22 H 3.188 -0.956 2.443  O7 0.957
23 O 2.232 3.589 -4.476  H6 0.957, H36 0.957
24 H 5.535 2.624 -0.371  O18 0.957
25 H 0.337 -3.643 0.688  O10 0.957
26 H 2.862 2.721 4.105  O16 0.957
27 H -5.640 -3.492 1.354  O30 0.957
28 O -0.928 -0.160 0.067  H13 0.957, H29 0.957
29 H -0.515 0.582 0.508  O28 0.957
30 O -5.099 -3.638 0.578  H8 0.957, H27 0.957
31 H -1.446 0.552 -5.679  O4 0.957
32 H 4.458 -0.993 1.620  O7 0.957
33 H 4.259 1.815 -0.459  O18 0.957
34 O 1.045 -0.217 5.063  H9 0.957, H14 0.957
35 H 1.070 -4.936 0.978  O10 0.957
36 H 1.522 2.957 -4.367  O23 0.957
37 O -4.156 3.094 3.077  H21 0.957, H38 0.957
38 H -4.890 3.548 2.665  O37 0.957
39 O -0.392 -4.027 -3.662  H2 0.957, H15 0.957

Values from the calculation:
- HOMO level: -11.06 eV
- ΔE to the lowest compared entry with this formula, charge and spin: 70.9 kcal/mol
- Energy: -993.66018 Eh
- Multiplicity: 1
- HOMO-LUMO gap: 0.405 Ha

=====

[6]
Formula: C5H11N2S
Source: the Open Molecules 2025 dataset
Level of theory: ωB97M-V with the def2-TZVPD basis set

Last columns: bonded neighbours and bond lengths (Å).
Element x y z (Å)
1 C -1.144 -0.114 -1.576  H2 1.076, C7 1.469, H11 1.136, H19 1.082
2 H -0.281 0.230 -2.120  C1 1.076
3 H -2.034 -1.720 0.480  C16 1.181
4 H 1.310 0.626 1.936  C15 1.116
5 H 1.420 -1.830 -0.990  N17 0.951
6 H -0.598 1.642 1.014  N10 0.999
7 C -0.856 -0.091 -0.135  C1 1.469, N10 1.487, C16 1.474
8 C 2.004 -0.168 0.140  S14 1.658, C15 1.443, N17 1.302
9 H -2.083 -0.330 1.596  C16 1.062
10 N -0.107 1.109 0.326  H6 0.999, C7 1.487, C15 1.553, H18 1.027
11 H -2.059 0.369 -2.044  C1 1.136
12 H 1.786 1.894 0.663  C15 1.111
13 H -0.744 -1.196 1.727  C16 1.033
14 S 3.639 -0.027 -0.095  C8 1.658
15 C 1.338 0.895 0.853  H4 1.116, C8 1.443, N10 1.553, H12 1.111
16 C -1.395 -0.871 0.994  H3 1.181, C7 1.474, H9 1.062, H13 1.033
17 N 1.270 -1.094 -0.407  H5 0.951, C8 1.302
18 H -0.108 1.794 -0.439  N10 1.027
19 H -1.356 -1.117 -1.924  C1 1.082

Values from the calculation:
- HOMO level (alpha / beta): -11.79 / -11.59 eV
- ΔE to the lowest compared entry with this formula, charge and spin: 112.7 kcal/mol
- Total charge: +1
- Energy: -704.41104 Eh
- Multiplicity: 1
- HOMO-LUMO gap (alpha / beta): 0.229 / 0.205 Ha